Formula: C26H22N2O4S
Source: the Open Molecules 2025 dataset
Level of theory: ωB97M-V with the def2-TZVPD basis set

The geometry in XYZ format:
```
55
Properties=species:S:1:pos:R:3:lowdin_charge:R:1
C -1.4399 7.6918 -3.5199 -0.085
O -0.3539 7.1478 -4.2319 -0.077
C 0.2003 5.9891 -3.7967 -0.272
C -0.2226 5.2711 -2.6814 -0.013
C 0.4103 4.0907 -2.3341 -0.027
C 1.4768 3.6063 -3.0828 -0.146
C 2.2182 2.3607 -2.7434 -0.417
O 3.4005 2.2251 -2.9858 0.078
N 1.4396 1.4021 -2.1544 0.141
C 1.8077 0.1518 -1.6571 -0.215
C 3.1126 -0.3348 -1.7000 -0.010
C 3.3949 -1.5753 -1.1559 -0.061
C 2.4113 -2.3246 -0.5368 -0.046
C 1.1065 -1.8408 -0.4776 -0.225
C 0.0283 -2.5570 0.2058 -0.005
C 0.0114 -2.8829 1.5067 -0.217
C 1.1047 -2.5313 2.4824 -0.121
C 0.8475 -1.1480 3.1079 -0.068
C 1.0809 -0.0576 2.0943 -0.541
O 0.2358 0.6388 1.5975 0.103
O 2.3790 0.0608 1.7943 0.114
C -1.1364 -3.5361 2.0898 -0.498
N -1.2368 -3.8387 3.3336 0.116
C -2.4108 -4.4498 3.6376 -0.309
C -2.8009 -4.8908 4.9002 -0.015
C -4.0293 -5.4986 5.0415 -0.089
C -4.8763 -5.6750 3.9483 -0.091
C -4.5123 -5.2456 2.6871 -0.097
C -3.2799 -4.6338 2.5368 -0.468
S -2.5459 -3.9940 1.1006 1.098
C 0.8086 -0.6218 -1.0729 0.012
C 1.9148 4.3462 -4.1821 -0.007
C 1.2828 5.5123 -4.5425 0.012
H -1.7098 8.6047 -4.0481 0.094
H -1.1619 7.9390 -2.4906 0.097
H -2.2973 7.0114 -3.5131 0.096
H -1.0393 5.6233 -2.0712 0.104
H 0.0778 3.5759 -1.4431 0.115
H 0.4573 1.6154 -2.0497 0.132
H 3.8867 0.2548 -2.1608 0.099
H 4.4037 -1.9561 -1.2077 0.108
H 2.6435 -3.2931 -0.1201 0.118
H -0.8461 -2.7707 -0.3984 0.093
H 1.1087 -3.2728 3.2807 0.113
H 2.0755 -2.5178 1.9910 0.106
H -0.1754 -1.0873 3.4777 0.127
H 1.5464 -0.9993 3.9315 0.128
H 2.5214 0.7270 1.1037 0.129
H -2.1365 -4.7491 5.7374 0.112
H -4.3441 -5.8459 6.0142 0.101
H -5.8331 -6.1548 4.0889 0.102
H -5.1658 -5.3796 1.8392 0.106
H -0.2045 -0.2475 -1.0280 0.128
H 2.7589 3.9794 -4.7457 0.121
H 1.6068 6.0850 -5.3967 0.120
```

The HOMO energy comes out at -0.306 Eh. The value obtained for the frontier orbital gap is 8.25 eV. Its electronic energy is -1812.6935 Eh. As for the spin multiplicity: 1. As for the SMILES: COc1ccc(C(=O)Nc2cccc(/C=C(\CCC(=O)O)c3nc4ccccc4s3)c2)cc1. Its charge is 0.